# 1
The following is a quantum chemistry calculation of a molecular structure, C21H25N3O5PrS5Sb, from the OMol25 dataset.

Element x y z (Å)
1 Pr 0.3428 0.3295 0.0705
2 C 3.2573 1.6266 3.0899
3 C 2.3306 0.5714 2.4872
4 O 2.2922 0.1323 1.3075
5 C 1.5810 0.0159 3.5125
6 C 0.5907 -0.9696 3.3176
7 C 0.0699 -1.7163 4.4660
8 N 0.0718 -1.1576 2.1023
9 N -0.6288 -2.2456 1.9040
10 C -0.9234 -2.5370 0.6445
11 O -0.8339 -1.7556 -0.3833
12 C -1.3110 -3.9469 0.4238
13 C -2.1053 -4.2234 -0.6669
14 C -1.9983 -5.5051 -1.2643
15 C -1.4202 -6.5186 -0.5546
16 C -0.8319 -6.2333 0.6503
17 C -0.9052 -5.0177 1.3141
18 H 2.6042 2.5263 3.3229
19 H 4.0200 1.8917 2.3365
20 H 3.6570 1.4031 4.0741
21 H 1.8180 0.4288 4.4839
22 H 0.0703 -2.7650 4.0340
23 H -0.9366 -1.3557 4.7783
24 H 0.6754 -1.5560 5.3544
25 H -2.7162 -3.5042 -1.2237
26 H -2.3825 -5.5254 -2.2801
27 H -1.4237 -7.5690 -0.8768
28 H -0.1908 -7.0207 1.0700
29 H -0.6285 -4.8171 2.3651
30 S -1.1998 5.1215 -2.8942
31 Sb -0.9318 4.0648 -0.8917
32 S 1.2056 2.9158 -0.4212
33 S -2.0413 1.6193 -1.4616
34 S -3.3251 2.9938 -0.6712
35 C 2.3839 -0.6439 -4.5317
36 S 0.7527 -0.0986 -3.7029
37 O 1.1392 0.2817 -2.2695
38 C 0.6248 1.4223 -4.6081
39 C 0.5059 1.2736 -5.9972
40 C 0.4737 2.3786 -6.8330
41 C 0.5580 3.6581 -6.2072
42 C 0.6796 3.8431 -4.8715
43 C 0.7653 2.6720 -4.0369
44 H 3.1406 -0.5939 -3.7412
45 H 2.7688 -0.0774 -5.3630
46 H 2.3225 -1.7365 -4.7632
47 H 0.5297 0.2631 -6.4232
48 H 0.4232 2.2948 -7.9076
49 H 0.6634 4.5480 -6.9280
50 H 0.7550 4.7751 -4.3772
51 H 0.9681 2.8438 -2.9387
52 N -2.1495 2.6354 5.3056
53 C -2.3015 2.0642 3.9563
54 C -0.9498 2.1138 3.2230
55 O 0.0189 2.7364 3.9071
56 O -0.6913 1.5780 2.1007
57 H -2.7861 3.4012 5.5057
58 H -0.5298 2.9669 4.7501
59 H -2.2825 1.9278 6.0022
60 H -2.8909 2.7371 3.3085
61 H -2.7449 1.0342 3.9212

## Properties
LUMO level (spin up / spin down) = 3.88 / 3.88 eV
Electronic energy = -111674.725 eV
ΔE to the lowest compared entry with this formula, charge and spin = 252.9 kJ/mol
Multiplicity = 3
Net charge = -2
<S²> = 2.003



# 2
The following is a quantum chemistry calculation of a single C21H25N5O2 molecule, from the OMol25 dataset.

Element x y z (Å)
1 O -3.3891 -1.6954 -0.9219
2 C -2.5211 -0.8783 -1.1542
3 C -2.8400 0.6106 -1.2071
4 C -1.7945 1.5142 -1.8842
5 C -2.4670 2.8689 -2.1271
6 O -3.3391 3.0048 -2.9611
7 N -2.0890 3.8924 -1.3335
8 C -0.9826 3.8954 -0.4052
9 C -0.6493 2.4575 0.0064
10 N -0.5527 1.5593 -1.1255
11 C 0.6601 1.7334 -1.9047
12 C 1.8579 1.1269 -1.2303
13 C 1.8077 0.3510 -0.1501
14 C 2.9363 -0.2716 0.5291
15 C 4.2367 -0.2731 0.0233
16 C 5.2618 -0.8879 0.7159
17 C 5.0130 -1.5151 1.9260
18 C 3.7266 -1.5250 2.4396
19 C 2.7000 -0.9118 1.7483
20 N -1.2391 -1.2151 -1.4160
21 C -0.7957 -2.5808 -1.2944
22 C -0.0805 -2.8428 0.0453
23 C -0.9538 -2.3736 1.1651
24 C -1.8845 -3.2018 1.7932
25 N -2.6899 -2.7591 2.7400
26 C -2.5929 -1.4793 3.0698
27 C -1.6682 -0.6484 2.4578
28 N -0.8528 -1.0940 1.5135
29 H -3.0227 0.9345 -0.1799
30 H -3.7853 0.7137 -1.7448
31 H -1.5918 1.0903 -2.8740
32 H -2.5402 4.7767 -1.5265
33 H -0.1065 4.3731 -0.8661
34 H -1.2549 4.4823 0.4769
35 H -1.4334 2.0805 0.6665
36 H 0.2951 2.4433 0.5516
37 H 0.8773 2.7911 -2.1307
38 H 0.5280 1.2352 -2.8728
39 H 2.7957 1.3663 -1.7123
40 H 0.8478 0.1490 0.3085
41 H 4.4484 0.2026 -0.9223
42 H 6.2629 -0.8809 0.3092
43 H 5.8171 -1.9951 2.4637
44 H 3.5242 -2.0141 3.3815
45 H 1.6963 -0.9206 2.1498
46 H -0.5422 -0.4854 -1.3481
47 H -0.1182 -2.8148 -2.1204
48 H -1.6884 -3.2076 -1.3663
49 H 0.8613 -2.2934 0.0645
50 H 0.1211 -3.9099 0.1385
51 H -1.9809 -4.2462 1.5303
52 H -3.2657 -1.1272 3.8390
53 H -1.5632 0.3952 2.7262

## Properties
LUMO level = 0.52 eV
Electronic energy = -33728.918 eV
ΔE to the lowest compared entry with this formula, charge and spin = 152.5 kJ/mol
SMILES string = O=C(C[C@H]1C(=O)NCCN1C/C=C/c1ccccc1)NCCc1cnccn1



# 3
The following is a quantum chemistry calculation of a single C21H25N5O3 molecule, from the OMol25 dataset.

Element x y z (Å)
1 C -4.5235 -1.0758 -2.7350
2 C -3.4123 -1.2211 -1.7473
3 N -2.8734 -2.3689 -1.6455
4 N -1.9237 -2.6308 -0.6884
5 C -2.0067 -2.2947 0.6261
6 O -2.8778 -1.5831 1.0804
7 C -0.8690 -2.8830 1.4516
8 N 0.3408 -2.1420 1.1340
9 C 0.3148 -0.8140 1.7256
10 C 1.5141 -0.0180 1.2304
11 N 2.7285 -0.6933 1.6406
12 C 3.9377 0.0886 1.4127
13 C 4.1984 0.4270 -0.0350
14 C 4.9418 -0.4274 -0.8405
15 C 5.1262 -0.1507 -2.1838
16 C 4.5657 0.9854 -2.7419
17 C 3.8283 1.8468 -1.9475
18 C 3.6470 1.5697 -0.6039
19 C 2.7635 -2.0204 1.0618
20 C 1.5563 -2.8179 1.5511
21 C -2.9883 0.0014 -1.0308
22 C -3.8851 0.7911 -0.3137
23 C -3.4456 1.9241 0.3380
24 C -2.1049 2.2839 0.2525
25 N -1.6326 3.4497 0.9477
26 O -2.4558 4.1740 1.4663
27 O -0.4329 3.6389 0.9774
28 C -1.2050 1.5259 -0.4871
29 C -1.6489 0.3856 -1.1210
30 H -4.6388 -1.9987 -3.2949
31 H -4.3183 -0.2507 -3.4145
32 H -5.4532 -0.8573 -2.2124
33 H -1.3035 -3.3808 -0.9605
34 H -1.1410 -2.8135 2.5172
35 H -0.7226 -3.9347 1.1935
36 H -0.6111 -0.3149 1.4365
37 H 0.3513 -0.8734 2.8265
38 H 1.4955 0.9802 1.6718
39 H 1.4495 0.0729 0.1325
40 H 4.7743 -0.4866 1.8196
41 H 3.8347 1.0079 1.9960
42 H 5.3884 -1.3125 -0.4093
43 H 5.7103 -0.8227 -2.7961
44 H 4.7089 1.2020 -3.7904
45 H 3.3953 2.7398 -2.3745
46 H 3.0792 2.2527 0.0120
47 H 3.6801 -2.5207 1.3831
48 H 2.7424 -1.9910 -0.0417
49 H 1.5769 -3.8173 1.1088
50 H 1.6096 -2.9145 2.6485
51 H -4.9170 0.4901 -0.2310
52 H -4.1183 2.5345 0.9208
53 H -0.1742 1.8385 -0.5479
54 H -0.9569 -0.2166 -1.6909

## Properties
LUMO level = -0.56 eV
Electronic energy = -35772.456 eV
ΔE to the lowest compared entry with this formula, charge and spin = 547.0 kJ/mol
SMILES string = C/C(=N/NC(=O)CN1CCN(Cc2ccccc2)CC1)c1ccc([N+](=O)[O-])cc1



# 4
The following is a quantum chemistry calculation of 2 unconnected molecules or ions with the total composition C21H25N6O4, from the OMol25 dataset.

Element x y z (Å)
1 O 4.7757 -4.4941 -6.4851
2 O 2.3050 -0.5198 -1.6828
3 O 0.0412 -4.0123 -4.8972
4 O 0.7999 -1.3236 -0.2750
5 N -5.8393 5.6062 3.5525
6 N -3.8095 5.4591 4.7379
7 C 3.7031 -4.1785 -5.9917
8 C 1.4429 -1.3637 -1.3481
9 C 0.9538 -4.7476 -4.5440
10 C -2.0394 3.9438 4.1516
11 C -1.3778 4.0977 5.3483
12 C -5.0161 5.9180 4.5242
13 C -5.4233 4.6480 2.7293
14 C -3.3726 4.5086 3.9085
15 C -4.1892 4.0585 2.8866
16 C -0.2283 1.8671 1.4453
17 C 0.8807 1.5350 2.2266
18 C -1.2467 2.6728 1.9671
19 C 0.9841 2.0192 3.5345
20 C -1.1693 3.1317 3.2919
21 C -0.0419 2.8168 4.0537
22 N -5.4068 6.9060 5.3251
23 N 0.8229 -6.0586 -4.7811
24 N -0.1689 3.4134 5.3022
25 N 3.4725 -4.4490 -4.7083
26 C 2.6568 -3.5090 -6.8580
27 C 1.7761 -7.1250 -4.4711
28 C 0.8112 3.3325 6.3913
29 C 1.1507 -2.5462 -2.2905
30 C 2.2214 -2.7629 -3.3770
31 C 2.2582 -4.2145 -3.8997
32 H -1.7626 4.6523 6.1990
33 H -6.0740 4.3179 1.9250
34 H -3.8997 3.2492 2.2360
35 H -0.2864 1.4793 0.4303
36 H 1.6503 0.8946 1.7995
37 H -2.0744 2.9240 1.3183
38 H 1.8506 1.7644 4.1339
39 H -6.1215 7.4645 4.8814
40 H -4.6079 7.3720 5.7302
41 H -0.0481 -6.3124 -5.2204
42 H 4.2681 -4.8337 -4.2283
43 H 3.1195 -3.1917 -7.7900
44 H 2.2534 -2.6380 -6.3479
45 H 1.8560 -4.2124 -7.0705
46 H 2.0843 -7.0666 -3.4258
47 H 2.6555 -7.0376 -5.1129
48 H 1.3102 -8.0961 -4.6447
49 H 1.7259 3.8645 6.1133
50 H 1.0552 2.2865 6.5996
51 H 0.4106 3.7820 7.3045
52 H 1.0883 -3.4552 -1.6861
53 H 0.1805 -2.3980 -2.7680
54 H 3.2034 -2.5582 -2.9469
55 H 2.0534 -2.0615 -4.1935
56 H 2.3825 -4.8196 -3.0031

## Properties
LUMO level = 2.41 eV
Electronic energy = -39316.721 eV
Net charge = -1